The following is a quantum chemistry calculation of a structure of composition C35H35EuN3O3P2, from the Open Molecules 2025 dataset.

Each line ends with the Mulliken spin population.
CARTESIAN COORDINATES (ANGSTROEM)
C  3.89  2.04  2.81  -0.002
C  3.96  2.05  1.41  -0.001
C  3.98  0.80  0.73  -0.018
C  3.87  -0.49  1.40  0.001
C  3.19  -0.32  2.68  0.003
C  3.41  0.87  3.40  -0.001
C  3.78  -1.68  0.54  -0.001
C  3.77  -1.54  -0.90  0.001
C  3.87  -0.18  -1.44  -0.035
C  3.75  0.12  -2.82  0.025
C  3.55  -0.91  -3.73  -0.007
C  3.10  -2.14  -3.21  0.004
C  3.03  -2.37  -1.83  -0.005
H  4.05  2.99  3.34  -0.001
H  2.64  -1.10  3.21  0.000
H  3.33  0.90  4.48  0.000
H  2.92  -2.32  0.88  0.000
H  3.57  -0.67  -4.80  -0.003
H  2.91  -2.90  -3.94  0.000
H  2.53  -3.30  -1.50  0.000
N  3.87  0.88  -0.62  0.011
Eu  -1.16  0.44  -1.34  4.998
C  3.86  3.28  0.51  0.083
H  4.63  3.28  -0.29  0.013
H  3.99  4.22  1.07  0.007
C  3.71  1.60  -3.19  0.054
H  4.52  2.20  -2.75  0.008
H  3.75  1.78  -4.29  0.002
P  2.18  3.23  -0.33  0.336
P  2.13  2.31  -2.53  0.381
C  0.83  1.08  -3.04  0.099
H  -0.14  1.62  -3.25  0.007
H  1.04  0.67  -4.04  0.011
H  0.82  0.15  -2.40  -0.035
C  1.54  3.65  -3.60  0.014
H  1.55  3.30  -4.65  0.002
H  0.50  3.87  -3.31  -0.001
H  2.18  4.53  -3.48  -0.002
C  1.00  2.57  0.89  0.006
H  0.99  3.23  1.77  0.014
H  -0.04  2.60  0.53  -0.006
H  1.23  1.55  1.21  0.021
C  1.61  4.93  -0.47  0.029
H  0.54  4.88  -0.73  0.004
H  1.75  5.42  0.50  0.001
H  2.18  5.46  -1.25  0.002
C  -1.95  2.78  -1.14  -0.004
O  -1.89  3.88  -1.47  0.018
H  -0.71  0.52  0.31  -0.030
O  -0.02  -2.47  3.40  0.000
C  -0.87  -2.45  2.53  -0.002
N  -2.21  -2.86  2.67  -0.001
C  -2.97  -2.44  1.50  0.006
C  -1.80  -1.99  0.54  -0.027
O  -2.03  -1.47  -0.62  0.010
N  -0.66  -2.01  1.18  0.012
C  -3.81  -3.64  1.06  -0.001
C  -3.41  -4.38  -0.06  0.000
C  -4.18  -5.48  -0.49  0.000
C  -5.31  -5.84  0.26  0.000
C  -5.65  -5.17  1.45  0.000
C  -4.89  -4.06  1.84  0.000
C  -3.83  -1.18  1.72  0.001
C  -4.72  -0.79  0.69  0.002
C  -5.28  0.48  0.72  -0.001
C  -4.94  1.37  1.74  0.000
C  -4.10  0.97  2.78  0.001
C  -3.51  -0.29  2.75  -0.001
H  -2.54  -2.98  3.63  0.000
H  -2.54  -4.08  -0.66  -0.001
H  -3.88  -6.02  -1.41  0.000
H  -5.91  -6.70  -0.05  0.000
H  -6.50  -5.46  2.08  0.000
H  -5.14  -3.46  2.72  0.000
H  -4.90  -1.48  -0.14  0.000
H  -5.97  0.76  -0.08  0.000
H  -5.40  2.36  1.77  0.000
H  -3.86  1.63  3.61  0.000
H  -2.78  -0.59  3.52  0.000

The calculation puts the LUMO energy (alpha / beta) at -0.1494 / -0.1489 Eh. As for the multiplicity: 7. The total charge is +1.

=====

The following is a quantum chemistry calculation of a structure of composition C8H11NO2S, from the Open Molecules 2025 dataset.

Each line ends with the Mulliken charge.
CARTESIAN COORDINATES (ANGSTROEM)
C  -2.20  -0.22  1.55  -0.518
C  -1.90  -1.67  1.58  -0.496
C  -1.56  0.68  0.75  -0.771
C  -1.02  -2.16  0.68  -0.792
C  0.81  0.80  0.53  -0.859
C  -0.49  0.31  -0.15  0.520
C  -0.41  -1.25  -0.26  -0.327
C  2.37  0.67  -1.51  -0.785
N  1.97  0.31  -0.21  0.034
O  2.66  -1.98  -0.75  -0.678
O  1.95  -1.53  1.60  -0.619
S  1.86  -1.28  0.18  1.080
H  -2.89  0.02  2.31  0.380
H  -2.38  -2.30  2.19  0.590
H  -1.70  1.74  0.65  0.381
H  -0.86  -3.13  0.66  0.593
H  0.70  1.93  0.58  0.387
H  1.08  0.44  1.51  0.313
H  -0.76  0.58  -1.14  0.312
H  -0.17  -1.61  -1.35  0.361
H  3.29  1.29  -1.56  0.277
H  2.51  -0.18  -2.26  0.293
H  1.62  1.21  -2.12  0.327

The calculation puts the LUMO energy at -0.0036 Eh.

=====

The following is a quantum chemistry calculation of a structure of composition C40H35AuClGeN2P, from the Open Molecules 2025 dataset.

Each line ends with the Mulliken spin population.
CARTESIAN COORDINATES (ANGSTROEM)
Au  -0.49  -0.70  -0.01  0.066
Cl  2.11  0.14  1.48  -0.001
C  1.58  -0.09  3.11  -0.024
C  2.30  0.47  4.15  0.009
C  1.88  0.27  5.46  0.009
C  0.75  -0.48  5.73  -0.002
C  0.03  -1.05  4.70  0.005
C  0.44  -0.87  3.37  0.025
P  -0.45  -1.69  2.06  0.038
C  -2.00  -2.32  2.67  -0.006
C  -2.97  -1.39  3.08  0.005
C  -4.16  -1.84  3.60  0.000
C  -4.41  -3.20  3.72  0.005
C  -3.45  -4.12  3.32  0.000
C  -2.24  -3.69  2.80  0.007
C  0.52  -2.99  1.30  -0.002
C  1.85  -3.23  1.64  0.002
C  2.56  -4.22  0.99  0.004
C  1.94  -4.97  -0.02  0.015
C  0.62  -4.74  -0.37  -0.009
C  -0.10  -3.75  0.28  0.018
H  3.19  1.04  3.93  0.002
H  2.46  0.70  6.27  0.000
H  0.44  -0.64  6.76  0.000
H  -0.85  -1.65  4.91  0.000
H  -2.76  -0.33  2.99  0.010
H  -4.91  -1.13  3.93  0.000
H  -5.34  -3.55  4.14  0.000
H  -3.63  -5.18  3.43  0.000
H  -1.48  -4.41  2.52  0.001
H  2.32  -2.65  2.43  -0.001
H  3.58  -4.42  1.27  0.000
H  2.50  -5.75  -0.51  0.000
H  0.15  -5.33  -1.14  0.000
H  -1.14  -3.59  0.03  0.000
N  0.06  -0.62  -6.23  0.000
C  -0.09  -0.58  -4.90  0.000
C  0.91  -0.07  -4.05  0.000
C  0.72  -0.06  -2.70  -0.001
N  -0.41  -0.51  -2.11  0.001
C  -1.38  -1.00  -2.92  -0.001
C  -1.27  -1.06  -4.28  0.001
H  0.90  -0.29  -6.67  0.000
H  -0.66  -0.99  -6.83  0.000
H  1.85  0.29  -4.46  0.000
H  1.50  0.31  -2.05  -0.001
H  -2.28  -1.37  -2.44  -0.001
H  -2.08  -1.47  -4.86  0.000
C  -1.86  2.31  -2.40  -0.002
Ge  -1.84  1.81  -0.54  -0.033
C  -3.55  1.35  0.21  -0.004
C  -3.99  0.02  0.17  0.001
C  -5.26  -0.30  0.62  0.001
C  -6.09  0.70  1.11  0.000
C  -5.66  2.02  1.15  0.002
C  -4.39  2.35  0.70  0.001
C  -0.35  2.43  0.49  0.168
C  0.75  2.82  -0.30  -0.077
C  1.84  3.47  0.25  0.121
C  1.86  3.73  1.62  0.135
C  0.80  3.35  2.45  0.016
C  0.84  3.65  3.83  0.167
C  -0.20  3.30  4.66  0.066
C  -1.32  2.66  4.12  0.001
C  -1.39  2.37  2.77  0.110
C  -0.34  2.69  1.91  0.083
H  -2.23  3.34  -2.48  0.001
H  -2.56  1.66  -2.92  0.000
H  -0.88  2.26  -2.86  -0.002
H  -3.34  -0.76  -0.21  0.006
H  -5.60  -1.32  0.58  0.000
H  -7.09  0.45  1.45  0.000
H  -6.31  2.80  1.52  0.000
H  -4.07  3.39  0.72  -0.002
H  0.74  2.66  -1.37  -0.014
H  2.66  3.80  -0.38  0.001
H  2.70  4.24  2.06  -0.004
H  1.71  4.18  4.22  -0.012
H  -0.17  3.54  5.71  0.003
H  -2.15  2.41  4.77  -0.002
H  -2.29  1.90  2.38  0.096

The calculation puts the LUMO energy (alpha / beta) at -0.3478 / -0.4391 Eh. As for the multiplicity: 2. The total charge is +3.

=====

The following is a quantum chemistry calculation of a structure of composition C24H39Cl6N6O3S2SiSn, from the Open Molecules 2025 dataset.

Each line ends with the Mulliken charge.
CARTESIAN COORDINATES (ANGSTROEM)
Sn  -0.99  -0.84  1.23  0.404
Cl  -3.14  -3.45  1.79  -0.051
C  -4.35  -2.39  1.25  0.172
C  -4.23  -1.80  0.00  -0.269
C  -5.19  -0.89  -0.43  0.166
Cl  -5.02  -0.13  -1.95  -0.181
C  -6.28  -0.58  0.39  0.163
Cl  -7.47  0.52  -0.14  -0.163
C  -6.39  -1.17  1.65  0.201
Cl  -7.69  -0.76  2.68  -0.165
C  -5.42  -2.08  2.09  0.094
Cl  -5.51  -2.76  3.65  -0.165
C  0.58  -3.35  -1.51  -1.311
C  1.56  -2.28  -1.01  1.651
C  2.60  -1.96  -2.08  -1.372
C  2.24  -2.76  0.27  -1.668
O  0.82  -1.10  -0.66  0.324
Si  0.29  0.09  -1.67  -1.439
S  -1.12  1.06  -0.35  -0.389
O  -0.38  -0.67  -2.91  0.524
C  -0.66  -0.24  -4.24  1.666
C  -1.42  1.08  -4.20  -1.181
C  0.66  -0.08  -4.98  -1.585
C  -1.52  -1.33  -4.87  -1.713
O  1.45  1.08  -2.18  0.709
C  2.15  2.20  -1.66  1.765
C  2.54  1.98  -0.20  -1.548
C  3.40  2.34  -2.54  -1.789
C  1.26  3.44  -1.79  -1.571
H  1.13  -4.21  -1.88  0.470
H  -0.01  -2.94  -2.32  -0.025
H  -0.08  -3.66  -0.70  0.310
H  3.24  -2.83  -2.26  0.598
H  3.22  -1.13  -1.76  0.217
H  2.11  -1.69  -3.01  0.104
H  2.78  -3.69  0.08  0.494
H  1.49  -2.95  1.04  0.242
H  2.93  -2.01  0.63  0.304
H  -0.78  1.86  -3.77  0.088
H  -2.30  0.98  -3.57  0.130
H  -1.72  1.38  -5.20  0.556
H  1.32  0.56  -4.40  0.137
H  0.50  0.36  -5.96  0.534
H  1.15  -1.04  -5.11  0.331
H  -2.46  -1.44  -4.34  0.293
H  -0.99  -2.29  -4.84  0.357
H  -1.73  -1.09  -5.91  0.438
H  3.15  1.09  -0.11  0.330
H  1.63  1.84  0.39  0.143
H  3.09  2.83  0.18  0.657
H  4.06  1.48  -2.41  0.361
H  3.95  3.24  -2.29  0.427
H  3.11  2.38  -3.59  0.373
H  0.36  3.30  -1.21  0.182
H  0.98  3.59  -2.83  0.355
H  1.79  4.32  -1.44  0.501
S  0.53  0.77  2.86  -0.390
C  1.94  -0.04  3.36  0.122
N  1.88  -1.25  3.92  0.067
C  3.02  -1.87  4.57  -0.631
C  3.98  -0.77  5.02  -0.702
C  4.34  0.08  3.80  -0.613
N  3.10  0.58  3.23  -0.060
H  0.96  -1.65  4.04  0.207
H  3.52  -2.54  3.87  0.276
H  2.67  -2.45  5.42  0.404
H  4.88  -1.21  5.45  0.354
H  3.50  -0.15  5.77  0.317
H  4.88  -0.52  3.07  0.287
H  4.96  0.93  4.08  0.403
H  3.08  1.49  2.78  0.264
Cl  -2.88  -2.15  -0.97  0.147
N  -2.26  3.47  2.18  -0.218
C  -3.03  3.14  3.22  0.735
N  -3.38  4.08  4.11  -0.376
N  -3.49  1.93  3.43  -0.768
C  -3.16  0.89  2.81  0.695
N  -2.89  -0.15  2.36  -0.295
H  -1.90  4.40  2.09  0.190
H  -1.99  2.78  1.50  -0.036
H  -3.00  5.01  4.08  0.187
H  -3.95  3.80  4.90  0.247

The calculation puts the LUMO energy at -0.0743 Eh. The total charge is +1.

=====

| no. | maximum force (eV Å⁻¹) | calculated total energy (eV) |
| --- | --- | --- |
| 1 | 4.0 | -85367.9846 |
| 2 | 5.5 | -24890.3948 |
| 3 | 1.1 | -127023.4899 |
| 4 | 1.7 | -151121.8227 |